[1]
A molecular structure, C38H25GeN8OS2Tl, computed with ωB97M-V/def2-TZVPD.

Properties
- ΔE to the lowest compared entry with this formula, charge and spin: 313.6 kJ/mol
- Net charge: -2
- HOMO-LUMO gap (spin up / spin down): 7.0422 / 3.8016 eV
- HOMO level (spin up / spin down): -3.13 / 0.11 eV
- LUMO energy (spin up / spin down): 0.1437 / 0.1438 Ha

CARTESIAN COORDINATES (ANGSTROEM)
Tl -0.186 -0.041 0.234
O -0.391 2.169 0.760
N -0.718 2.799 1.873
C -1.436 3.941 1.756
C -1.856 4.661 2.841
C -1.538 4.182 4.118
C -0.793 3.036 4.234
C -0.314 2.318 3.108
S 0.634 0.920 3.182
H -1.655 4.209 0.734
H -2.415 5.574 2.687
H -1.889 4.698 5.004
H -0.532 2.623 5.199
S 7.038 -1.008 -3.401
N 6.607 -0.005 -2.195
C 5.298 -0.131 -2.053
C 4.474 0.598 -1.100
C 5.003 1.539 -0.212
C 4.149 2.217 0.620
C 2.780 1.934 0.557
N 2.273 1.019 -0.253
C 3.098 0.360 -1.081
C 2.498 -0.634 -2.003
N 1.188 -0.836 -1.905
C 0.591 -1.698 -2.707
C 1.291 -2.416 -3.681
C 2.648 -2.228 -3.789
C 3.280 -1.321 -2.933
C 4.711 -1.063 -2.963
N 5.584 -1.627 -3.781
H 6.071 1.716 -0.209
H 4.511 2.953 1.326
H 2.065 2.455 1.178
H -0.475 -1.829 -2.547
H 0.763 -3.110 -4.322
H 3.242 -2.766 -4.517
C -0.807 -2.144 0.345
Ge -1.517 -2.520 2.077
C -0.267 -2.636 3.633
C 1.016 -3.146 3.405
C 1.957 -3.209 4.427
C 1.636 -2.753 5.703
C 0.367 -2.241 5.946
C -0.570 -2.185 4.918
C -2.134 -4.398 1.932
C -2.101 -5.045 0.692
C -2.466 -6.383 0.571
C -2.875 -7.101 1.690
C -2.913 -6.474 2.931
C -2.541 -5.137 3.045
C -3.052 -1.512 2.851
C -2.914 -0.130 3.039
C -3.977 0.653 3.478
C -5.216 0.068 3.726
C -5.374 -1.300 3.546
C -4.301 -2.079 3.117
H 1.278 -3.461 2.398
H 2.951 -3.600 4.227
H 2.376 -2.776 6.495
H 0.114 -1.868 6.934
H -1.548 -1.752 5.113
H -1.778 -4.479 -0.178
H -2.428 -6.869 -0.399
H -3.162 -8.143 1.597
H -3.227 -7.029 3.809
H -2.557 -4.663 4.024
H -1.955 0.343 2.834
H -3.840 1.721 3.614
H -6.054 0.678 4.047
H -6.338 -1.762 3.731
H -4.445 -3.146 2.978
N -3.375 -0.591 -5.617
C -3.152 0.046 -4.665
N -2.975 0.834 -3.647
C -2.219 0.770 -2.606
N -1.567 0.808 -1.641

Here are the Mulliken charges for atoms 1 to 4, given in e: 1.985 -0.706 0.413 -0.278

=====

[2]
3 unconnected molecules or ions with the total composition C38H26BrN2O6P, computed with ωB97M-V/def2-TZVPD.

Properties
- SMILES: O=C1c2ccccc2C(=O)c2ccccc21.O=C1c2ccccc2C(=O)c2ccccc21.OCCc1cccc2nc(P(O)Br)cnc12
- Net charge: 0
- HOMO-LUMO gap: 7.2898 eV
- HOMO level: -8.69 eV
- LUMO energy: -0.0515 Ha

CARTESIAN COORDINATES (ANGSTROEM)
O -4.096 1.032 -1.207
C -4.652 -0.285 -1.461
C -3.670 -1.092 -2.454
C -2.831 -2.262 -1.739
C -3.056 -3.737 -2.210
C -2.241 -4.881 -1.515
C -1.213 -4.536 -0.419
C -0.938 -3.051 0.078
N 0.068 -2.901 1.096
C 0.165 -1.509 1.400
P 1.497 -1.030 2.706
O 2.972 -0.893 1.791
Br 1.121 1.049 3.513
C -0.675 -0.340 0.805
N -1.664 -0.559 -0.199
C -1.786 -1.937 -0.591
H -3.762 1.089 -0.276
H -5.635 -0.101 -2.049
H -4.920 -0.871 -0.511
H -2.923 -0.332 -2.873
H -4.278 -1.533 -3.325
H -3.804 -3.987 -3.035
H -2.396 -5.958 -1.861
H -0.633 -5.416 0.051
H 2.999 -0.006 1.347
H -0.520 0.742 1.163
C 8.212 -4.062 -5.078
C 7.033 -3.985 -5.816
C 5.810 -3.861 -5.164
C 5.763 -3.825 -3.769
C 6.942 -3.927 -3.031
C 8.169 -4.034 -3.688
C 6.901 -3.940 -1.550
O 7.932 -4.025 -0.904
C 5.591 -3.857 -0.868
C 5.532 -3.926 0.525
C 4.305 -3.836 1.175
C 3.135 -3.667 0.438
C 3.189 -3.603 -0.950
C 4.417 -3.708 -1.606
C 4.459 -3.675 -3.085
O 3.435 -3.531 -3.732
H 9.166 -4.150 -5.588
H 7.066 -4.020 -6.900
H 4.895 -3.796 -5.744
H 9.091 -4.100 -3.119
H 6.440 -4.055 1.106
H 4.261 -3.895 2.258
H 2.181 -3.589 0.945
H 2.273 -3.476 -1.519
C -2.372 6.554 6.197
C -1.617 5.419 5.907
C -1.782 4.764 4.692
C -2.713 5.236 3.765
C -3.486 6.358 4.065
C -3.306 7.023 5.279
C -4.512 6.839 3.112
O -5.185 7.821 3.372
C -4.712 6.104 1.843
C -5.714 6.511 0.960
C -5.901 5.834 -0.241
C -5.082 4.755 -0.569
C -4.087 4.343 0.310
C -3.906 5.012 1.523
C -2.868 4.543 2.467
O -2.155 3.596 2.182
H -2.236 7.070 7.142
H -0.897 5.046 6.629
H -1.187 3.884 4.470
H -3.895 7.904 5.512
H -6.353 7.353 1.207
H -6.684 6.149 -0.924
H -5.223 4.231 -1.510
H -3.456 3.499 0.051

Here are the Mulliken charges for atoms 1 to 4, given in e: -0.443 -0.419 -0.569 0.419

=====

[3]
A molecular structure, C38H26IN3O2PRu, computed with ωB97M-V/def2-TZVPD.

Properties
- Net charge: +2
- HOMO-LUMO gap (spin up / spin down): 6.4156 / 6.5116 eV
- 2S+1: 2
- <S²>: 0.759
- HOMO level (spin up / spin down): -13.27 / -13.27 eV
- LUMO energy (spin up / spin down): -0.2519 / -0.2484 Ha

CARTESIAN COORDINATES (ANGSTROEM)
Ru -1.036 1.011 -0.542
O -6.162 0.048 5.121
C -6.585 -0.810 4.465
O -6.984 -1.659 3.786
C -4.459 -0.094 2.375
C -4.420 -0.804 1.207
C -3.346 -0.485 0.380
N -2.458 0.436 0.786
C -2.562 1.159 1.914
C -3.613 0.893 2.792
C -1.529 2.223 2.063
C -1.456 3.004 3.199
C -0.456 3.965 3.304
C 0.434 4.108 2.260
C 0.299 3.296 1.145
N -0.652 2.375 1.025
C -3.121 -0.990 -1.006
C -3.861 -2.030 -1.530
C -3.677 -2.394 -2.860
C -2.768 -1.690 -3.623
C -2.035 -0.678 -3.023
N -2.180 -0.334 -1.747
H -5.180 -1.525 0.939
H -3.764 1.433 3.716
H -2.162 2.864 4.004
H -0.378 4.579 4.190
H 1.234 4.834 2.293
H 0.987 3.382 0.313
H -4.582 -2.552 -0.918
H -4.248 -3.208 -3.286
H -2.606 -1.921 -4.666
H -1.298 -0.117 -3.584
I -0.038 2.436 -2.420
C 1.744 1.655 -3.264
C 2.059 2.254 -4.451
C 3.235 1.924 -5.137
C 4.070 0.995 -4.595
C 3.762 0.356 -3.371
C 4.683 -0.592 -2.873
C 4.445 -1.251 -1.705
C 3.261 -0.987 -1.011
C 2.323 -0.063 -1.431
P 0.896 -0.067 -0.265
C 1.641 0.436 1.323
C 0.884 0.276 2.487
C 1.355 0.739 3.702
C 2.586 1.383 3.772
C 3.342 1.549 2.623
C 2.874 1.077 1.403
C 0.577 -1.867 -0.106
C 0.194 -2.566 -1.250
C -0.028 -3.931 -1.210
C 0.137 -4.626 -0.019
C 0.550 -3.948 1.118
C 0.779 -2.579 1.075
C 2.558 0.657 -2.651
H 1.401 3.003 -4.875
H 3.465 2.411 -6.074
H 4.992 0.725 -5.093
H 5.581 -0.783 -3.445
H 5.143 -1.979 -1.318
H 3.084 -1.547 -0.102
H -0.078 -0.226 2.444
H 0.768 0.592 4.600
H 2.956 1.742 4.723
H 4.305 2.040 2.671
H 3.482 1.215 0.519
H 0.133 -2.055 -2.202
H -0.306 -4.459 -2.113
H -0.030 -5.694 0.015
H 0.711 -4.486 2.042
H 1.126 -2.082 1.971

Here are the Mulliken charges for atoms 1 to 4, given in e: -0.728 -0.388 0.832 -0.380